The following is a quantum chemistry calculation of a cluster of 9 separate species, C36H66N6O9 in total in a non-equilibrium geometry, from the OMol25 dataset.

Each atom is followed by the atoms it is bonded to, with distances in Å.
Element x y z (Å)
1 C 1.4465 -4.7050 -2.4685  O36 1.468, H90 1.057, H95 1.075, C114 1.539
2 H 1.7372 0.6064 -0.2359  C61 1.117
3 H 6.0062 1.9447 -2.0336  C24 1.114
4 N 4.0464 4.2684 -1.0466  C33 1.161
5 H -5.2530 -0.4841 0.5944  C27 1.090
6 C -1.4202 -0.0824 -4.6548  H40 1.086, C60 1.541, C75 1.543, H96 1.092
7 H -6.6244 -3.9277 -1.3927  C79 1.085
8 H -3.8854 0.5931 0.6336  C27 1.110
9 H 4.6392 -1.7691 0.9259  C35 1.069
10 O -3.6675 0.3327 6.3027  C92 1.455, C106 1.358
11 C 0.2124 5.4829 1.2904  H82 1.049, H83 1.102, H107 1.098, C115 1.532
12 H -0.7362 2.3310 0.5560  C70 1.057
13 C -5.3749 0.8151 2.2665  C27 1.479, H45 1.078, C54 1.575, H71 1.122
14 N 4.3656 1.9721 -6.9702  C109 1.166
15 H 7.6369 1.1877 -1.7759  C24 1.115
16 C -1.0064 -2.4741 -4.0618  N38 1.158, C75 1.491
17 H 4.3543 -1.7878 -4.6461  C53 1.089
18 O 3.3523 -3.0357 -0.0809  C35 1.458, C81 1.336
19 H -2.2298 0.1336 -2.5606  C60 1.094
20 O -0.9505 -1.7607 0.5448  C22 1.508, C87 1.340
21 H 4.7834 1.8826 0.7957  C80 1.084
22 C -0.8137 -3.0796 -0.1731  O20 1.508, H59 1.114, H65 1.060, H88 1.107
23 C -3.4853 2.4906 2.4768  C54 1.450, N108 1.161
24 C 6.6422 1.3836 -1.3112  H3 1.114, H15 1.115, C46 1.569, H104 1.094
25 H -3.1511 -0.9446 -3.6603  C60 1.085
26 C -4.6343 -4.2851 0.6008  N89 1.153, C105 1.520
27 C -4.5895 0.0355 1.2852  H5 1.090, H8 1.110, C13 1.479, H37 1.099
28 H 1.7550 2.3360 -0.4593  C61 1.068
29 H 0.1030 -0.2733 6.4286  C86 1.079
30 H 4.2558 -0.1425 -2.8597  C111 1.095
31 C 0.3147 -0.9468 4.3257  H41 1.098, H76 1.095, C86 1.520, H93 1.050
32 H -0.5108 1.5921 -0.9788  C70 1.070
33 C 4.6079 3.4975 -0.3845  N4 1.161, C80 1.417
34 H -5.3101 -1.1995 -1.1893  C56 1.068
35 C 3.9001 -1.7054 0.1568  H9 1.069, O18 1.458, H43 1.124, H73 1.068
36 O 2.2588 -4.4726 -1.2674  C1 1.468, C81 1.298
37 H -4.0458 -0.7165 1.8733  C27 1.099
38 N -1.4856 -3.4918 -3.7856  C16 1.158
39 O -0.3515 -0.6935 -1.3565  C87 1.195
40 H -1.7824 -0.3915 -5.6305  C6 1.086
41 H 0.3457 -0.4634 3.3407  C31 1.098
42 H 5.4376 3.4229 1.3959  C80 1.082
43 H 4.2231 -1.2692 -0.8279  C35 1.124
44 O 2.8246 -2.5015 -2.2370  C81 1.250
45 H -6.0470 0.2284 2.8715  C13 1.078
46 C 6.7844 2.3340 -0.0707  C24 1.569, H49 1.086, C80 1.594, H85 1.131
47 H 4.1522 -1.2862 -7.1084  C100 1.126
48 H -0.1699 -6.1771 -2.9024  C114 1.106
49 H 7.4876 1.9775 0.6762  C46 1.086
50 H 2.7101 -0.1961 -3.7219  C111 1.102
51 H 0.3267 -1.4109 -5.2709  C75 1.150
52 H -6.5551 -3.9201 1.1384  C105 1.063
53 C 4.4394 -0.7467 -4.9541  H17 1.089, H62 1.131, C100 1.523, C111 1.519
54 C -4.3991 1.6264 3.1986  C13 1.575, C23 1.450, H77 1.137, H94 1.084
55 H -5.5098 -2.2419 -2.6330  C56 1.066
56 C -5.2661 -2.1855 -1.5968  H34 1.068, H55 1.066, C79 1.550, H91 1.070
57 H 0.3746 -1.0838 -3.5606  C75 1.104
58 H -5.5454 -2.4848 1.1269  C105 1.106
59 H -0.8567 -3.0499 -1.2862  C22 1.114
60 C -2.5375 -0.0521 -3.5935  C6 1.541, H19 1.094, H25 1.085, H84 1.137
61 C 1.3384 1.5717 0.1598  H2 1.117, H28 1.068, C70 1.526, H101 1.114
62 H 5.5606 -0.6058 -5.0064  C53 1.131
63 H 2.7750 -0.5061 -6.3265  C100 1.091
64 O -1.7132 -0.1309 5.4612  C86 1.475, C106 1.329
65 H 0.1257 -3.3723 0.2223  C22 1.060
66 H -7.2713 -2.4526 -0.6715  C79 1.101
67 H 3.9062 1.1124 -3.9827  C111 1.094
68 H -4.3003 1.9170 7.3325  C92 1.060
69 H 2.1643 6.1965 4.2103  C97 1.094
70 C -0.1830 1.5925 0.0397  H12 1.057, H32 1.070, C61 1.526, O98 1.431
71 H -6.0106 1.5349 1.6865  C13 1.122
72 O -1.8278 1.4506 7.0215  C106 1.180
73 H 3.0764 -1.1083 0.4820  C35 1.068
74 H -0.1275 -5.5738 -1.2614  C114 1.093
75 C -0.3598 -1.1693 -4.3808  C6 1.543, C16 1.491, H51 1.150, H57 1.104
76 H -0.2604 -1.8782 4.3673  C31 1.095
77 H -3.7526 0.9711 3.8666  C54 1.137
78 N 2.9187 3.5526 2.6543  C99 1.140
79 C -6.3480 -3.0207 -0.8661  H7 1.085, C56 1.550, H66 1.101, C105 1.544
80 C 5.3766 2.7552 0.5465  H21 1.084, C33 1.417, H42 1.082, C46 1.594
81 C 2.8048 -3.2953 -1.2717  O18 1.336, O36 1.298, O44 1.250
82 H -0.0840 6.0675 0.4717  C11 1.049
83 H -0.6767 4.9810 1.7060  C11 1.102
84 H -3.2696 0.7891 -3.8137  C60 1.137
85 H 7.3119 3.2268 -0.5219  C46 1.131
86 C -0.2407 -0.0605 5.4284  H29 1.079, C31 1.520, O64 1.475, H117 1.084
87 C -0.6607 -0.6868 -0.2026  O20 1.340, O39 1.195, O98 1.319
88 H -1.6128 -3.7628 0.1727  C22 1.107
89 N -3.7525 -5.0189 0.4830  C26 1.153
90 H 2.0198 -4.8416 -3.3460  C1 1.057
91 H -4.3522 -2.6938 -1.3698  C56 1.070
92 C -4.4454 0.8702 7.4091  O10 1.455, H68 1.060, H110 1.062, H112 1.097
93 H 1.2713 -1.3194 4.5472  C31 1.050
94 H -4.8757 2.2921 3.9084  C54 1.084
95 H 0.7651 -3.8957 -2.6574  C1 1.075
96 H -0.9384 0.8873 -4.7962  C6 1.092
97 C 1.5544 5.5356 3.5878  H69 1.094, C99 1.448, H103 1.086, C115 1.557
98 O -0.7775 0.3931 0.5450  C70 1.431, C87 1.319
99 C 2.3821 4.4374 3.1329  N78 1.140, C97 1.448
100 C 3.8656 -0.5093 -6.3451  H47 1.126, C53 1.523, H63 1.091, C109 1.454
101 H 1.7330 1.5591 1.2015  C61 1.114
102 H 1.6006 7.0095 1.9241  C115 1.123
103 H 0.7984 5.1265 4.2516  C97 1.086
104 H 6.1674 0.4404 -1.0236  C24 1.094
105 C -5.8533 -3.3783 0.5526  C26 1.520, H52 1.063, H58 1.106, C79 1.544
106 C -2.3494 0.6573 6.3211  O10 1.358, O64 1.329, O72 1.180
107 H 0.7797 4.6274 0.9017  C11 1.098
108 N -2.7516 3.1873 1.9070  C23 1.161
109 C 4.2062 0.8296 -6.7996  N14 1.166, C100 1.454
110 H -4.0192 0.5321 8.3216  C92 1.062
111 C 3.7815 0.0364 -3.8308  H30 1.095, H50 1.102, C53 1.519, H67 1.094
112 H -5.4483 0.4942 7.1720  C92 1.097
113 H 1.0972 -6.7372 -1.7771  C114 1.087
114 C 0.5179 -5.8728 -2.0918  C1 1.539, H48 1.106, H74 1.093, H113 1.087
115 C 0.8829 6.2927 2.4050  C11 1.532, C97 1.557, H102 1.123, H116 1.075
116 H 0.1365 6.9792 2.7621  C115 1.075
117 H 0.0154 0.9475 5.1218  C86 1.084

Properties
E_LUMO (Ha): 0.015
Charge: 0
HOMO-LUMO gap (eV): 11.06
Structure (SMILES): CCOC(=O)OC.CCOC(=O)OC.CCOC(=O)OC.CCCC#N.CCCC#N.CCCC#N.CCCC#N.CCCC#N.CCCC#N

These are the Mulliken partial charges, in e, on atoms 1 to 6: 0.3536, -0.1681, 0.2888, -0.6225, -0.1300, -0.7213